95
Properties=species:S:1:pos:R:3:mulliken_charge:R:1 method="wB97M-V/def2-TZVPD" total_charge=0 homo_ha=-0.335 multiplicity=1 e_lumo_ev=-0.0334
Cl 7.515 -2.242 -7.855 -0.093
Cl 3.713 4.327 -0.611 -0.110
Cl -9.235 1.319 1.689 -0.059
Cl 10.080 -2.200 -9.184 -0.094
Cl 5.692 -0.500 -2.956 -0.036
Cl -9.849 -0.646 -1.384 -0.129
Cl 1.294 2.879 -1.284 -0.022
Cl 6.262 1.826 1.593 -0.011
Cl -8.135 -1.347 0.834 0.064
Cl -5.075 7.397 1.229 -0.098
Cl 3.343 2.674 -7.333 -0.085
Cl -9.651 -3.399 -0.527 -0.105
Cl -7.416 -2.132 -1.850 -0.112
Cl 1.887 4.462 -9.075 -0.100
Cl 4.520 5.189 -8.132 -0.099
Cl 7.754 -1.183 -4.859 -0.012
Cl 6.507 -0.188 3.677 -0.077
Cl 8.811 0.574 2.117 -0.095
Cl -7.771 -0.505 3.386 -0.121
Cl 8.703 0.276 -8.620 -0.091
Cl -6.686 2.106 2.792 -0.108
Cl 7.683 -1.515 -10.646 -0.094
Cl 2.664 4.419 -3.306 -0.037
Cl -2.383 6.439 0.795 -0.095
Cl 3.846 1.985 -2.285 -0.045
Cl -8.990 1.860 4.517 -0.095
Cl 7.919 1.289 -3.374 -0.114
Cl 8.327 -1.234 -2.024 -0.101
Cl 7.687 2.421 4.033 -0.106
Cl -4.584 5.269 -0.666 -0.091
Cl -4.305 4.774 2.164 -0.104
Cl 2.287 5.154 -6.299 -0.074
Si 0.948 -1.372 2.213 0.093
O 0.786 -1.265 0.531 -0.239
O 2.718 0.864 1.205 -0.120
N -2.917 1.926 0.387 -0.151
N -3.845 0.699 -1.405 -0.637
N -5.020 0.557 0.591 0.095
N -4.940 -3.966 0.183 -0.748
C -4.086 5.974 0.876 0.375
C -0.862 1.900 1.821 0.052
C 1.491 -2.240 -0.232 -0.247
C -3.259 -3.960 2.014 -1.181
C -0.338 -0.311 3.124 -1.081
C 2.874 3.407 -1.871 0.116
C 3.444 0.193 2.233 -0.548
C -0.146 1.222 3.017 -0.599
C 7.313 1.157 2.855 0.265
C -4.187 -3.090 1.121 -0.061
C -2.010 -3.121 2.437 0.804
C -0.664 -3.756 1.997 -0.643
C -3.936 1.057 -0.192 0.213
C 3.016 -2.025 -0.346 -0.859
C 8.496 -1.420 -9.078 0.361
C 0.547 -3.168 2.752 -0.907
C 3.010 4.370 -7.712 0.359
C -8.176 1.195 3.096 0.296
C 2.664 -0.964 2.915 -0.679
C -1.946 1.060 1.121 -0.100
C 7.426 -0.408 -3.304 0.284
C -8.764 -1.882 -0.732 0.233
H -2.998 1.137 -1.775 0.335
H 3.296 -0.988 -0.555 -0.090
H -0.727 -4.835 2.236 0.489
H -3.817 -4.210 2.928 0.186
H 1.469 -3.770 2.673 0.348
H -4.879 -2.508 1.747 0.233
H 3.695 0.929 3.019 0.220
H -2.542 0.462 1.835 0.324
H 2.624 -0.766 3.999 0.613
H -2.975 -4.880 1.485 0.463
H -1.357 2.814 2.202 0.367
H -3.421 2.492 1.075 -0.076
H -5.204 1.169 1.389 -0.019
H -5.701 -3.417 -0.209 0.178
H 3.261 -1.890 2.827 0.374
H 3.292 0.985 0.436 -0.024
H -4.827 -0.376 0.948 0.062
H 4.414 -0.153 1.854 0.379
H -0.499 1.677 3.958 0.466
H 0.342 -3.093 3.835 0.495
H 0.923 1.483 2.964 0.037
H -3.590 -2.387 0.509 0.300
H -4.276 -4.210 -0.546 0.277
H -1.344 -0.659 2.877 0.492
H -0.595 -3.695 0.902 0.179
H 1.321 -3.278 0.096 0.151
H -0.170 2.268 1.053 -0.314
H -0.183 -0.581 4.186 0.565
H 3.369 -2.648 -1.185 0.518
H -2.097 -2.166 1.894 -0.942
H -1.479 0.413 0.365 0.050
H -1.996 -2.914 3.516 0.604
H 1.087 -2.173 -1.257 0.391
H 3.533 -2.416 0.544 0.172

65
Properties=species:S:1:pos:R:3:mulliken_spin:R:1 method="wB97M-V/def2-TZVPD" total_charge=+1 s_squared=0.831 homo_ha="-0.375 / -0.377" multiplicity=2 e_lumo_ev="-4.0329 / -2.6325"
Cr 0.883 -0.610 -0.575 1.260
S -0.895 2.376 -0.319 0.002
O 0.206 1.360 -0.162 -0.012
O 1.642 -2.313 -1.015 -0.008
O 2.942 -3.594 -2.270 0.012
N -0.653 -0.925 -2.046 -0.034
N 2.115 -0.483 1.147 -0.028
N -0.456 -1.242 0.650 -0.150
N 2.486 -0.012 -2.049 -0.008
C -2.310 1.660 1.950 0.005
C -3.108 -1.002 -1.833 0.019
C 1.555 -0.314 3.544 0.019
C -4.122 -1.791 0.165 0.014
C -0.465 -2.198 -2.765 0.002
C 3.057 -1.607 1.270 0.001
C 1.170 -0.619 2.249 -0.028
C -0.802 0.134 -3.050 0.005
C 0.735 -0.596 4.623 -0.029
C 3.220 -1.227 -2.455 0.003
C -0.851 -1.571 3.103 -0.042
C -0.446 -1.273 4.387 0.015
C -1.857 -1.082 -1.242 -0.026
C 2.862 0.773 1.218 -0.001
C -1.461 2.785 1.391 0.000
C -0.516 4.664 -1.849 0.000
C -1.709 -1.430 0.126 0.041
C -4.255 -1.310 -1.123 -0.030
C 0.057 3.944 -0.643 0.001
C -0.100 -1.190 1.973 0.046
C 2.552 -2.519 -1.877 -0.001
C -2.884 -1.861 0.770 -0.047
H 0.032 4.575 0.241 0.000
H -3.156 1.445 1.300 0.000
H 4.248 -1.209 -2.085 0.000
H -1.072 -1.579 5.208 0.000
H 1.080 3.623 -0.828 0.000
H -2.692 1.938 2.929 0.000
H -1.482 -0.164 -3.853 0.000
H -2.042 3.700 1.295 0.000
H 2.510 0.150 3.737 0.000
H 3.264 -1.339 -3.541 0.000
H -1.721 0.754 2.061 -0.002
H 2.510 -2.544 1.186 -0.001
H -0.587 3.987 -2.697 0.000
H -5.221 -1.226 -1.592 -0.001
H 0.122 5.498 -2.131 0.000
H -2.861 -2.298 1.748 0.001
H 0.161 0.340 -3.514 -0.001
H 1.036 -0.328 5.622 -0.001
H 3.573 -1.583 2.235 0.003
H 3.143 0.686 -1.712 0.000
H -1.345 -2.437 -3.370 0.003
H 2.164 1.607 1.187 0.002
H 3.470 0.848 2.123 0.000
H 3.544 0.834 0.373 -0.001
H -4.988 -2.124 0.714 0.000
H 3.799 -1.567 0.474 -0.001
H -1.505 5.057 -1.635 0.000
H -1.761 -2.130 3.010 0.000
H -3.212 -0.709 -2.865 0.000
H -0.303 -3.003 -2.050 -0.001
H 2.059 0.402 -2.874 0.000
H 0.404 -2.131 -3.420 0.000
H -1.183 1.039 -2.579 0.000
H -0.580 2.962 2.011 0.000

68
Properties=species:S:1:pos:R:3:mulliken_spin:R:1 method="wB97M-V/def2-TZVPD" total_charge=-1 s_squared=0.753 homo_ha="-0.186 / -0.188" de_lowest_kj_mol=0.0 multiplicity=2 e_lumo_ev="2.1674 / 2.1675"
Cu 0.103 -0.124 0.206 0.716
Si 2.956 1.615 0.321 0.006
Si 0.574 2.495 -1.505 -0.008
Si 2.107 -0.072 -2.047 -0.026
O -2.282 -2.926 1.572 0.005
O 0.966 -1.888 0.887 0.007
O 0.389 -3.233 2.575 0.003
O 1.279 2.040 6.920 0.000
O -1.568 -0.966 0.806 0.100
N 0.050 0.632 2.285 0.025
N -0.471 -0.897 -1.723 0.056
N -0.211 3.634 6.357 0.000
C 1.532 1.101 -0.757 0.111
C 0.376 -1.705 -3.787 0.004
C -1.841 -2.261 -3.106 0.006
C -0.488 2.033 -2.996 -0.001
C 0.110 -2.491 1.647 -0.005
C 3.687 0.215 1.358 0.000
C -0.794 1.595 2.652 -0.002
C 0.532 -0.972 -2.614 -0.014
C -1.623 -1.530 -1.951 -0.004
C 1.098 0.790 4.420 0.003
C 2.894 0.685 -3.587 0.006
C 0.951 0.206 3.170 -0.009
C -0.699 3.271 -0.350 0.003
C 4.440 2.224 -0.686 0.006
C -1.379 -2.141 1.342 0.003
C 3.257 -1.439 -1.498 -0.001
C 0.278 1.846 4.767 -0.003
C -0.821 -2.352 -4.040 -0.005
C 0.505 2.503 6.107 0.000
C 2.533 3.062 1.467 0.001
C -0.709 2.237 3.873 0.003
C 1.658 3.924 -2.094 0.007
H 2.721 4.018 0.971 0.000
H -0.943 2.946 -3.392 0.000
H 2.818 -1.982 -0.658 0.001
H 0.019 4.132 7.199 0.000
H -2.789 -2.760 -3.255 0.001
H 5.239 2.557 -0.016 -0.001
H 4.243 -1.073 -1.208 0.000
H 3.814 1.208 -3.318 0.000
H 3.861 0.535 2.388 -0.001
H -1.461 2.532 -0.090 0.001
H -0.264 3.660 0.571 0.002
H 3.158 -0.097 -4.305 0.001
H 2.372 3.593 -2.852 -0.001
H 1.847 0.439 5.115 0.001
H -1.293 1.357 -2.706 0.000
H 3.050 -0.670 1.374 0.001
H 0.062 1.557 -3.808 0.000
H 1.492 3.052 1.784 0.000
H 4.186 3.050 -1.350 0.001
H 3.388 -2.134 -2.333 0.000
H -0.957 -2.926 -4.949 0.000
H 2.226 4.364 -1.273 0.000
H 1.196 -1.764 -4.493 0.001
H 1.541 -0.646 2.862 -0.002
H 1.038 4.711 -2.533 0.001
H 2.245 1.402 -4.091 0.000
H -2.363 -1.452 -1.166 0.002
H 3.153 3.029 2.367 0.000
H 4.848 1.414 -1.296 -0.001
H -1.576 1.841 1.949 0.002
H -1.435 3.007 4.100 0.001
H -0.686 4.129 5.626 0.000
H -1.203 4.095 -0.863 0.000
H 4.655 -0.080 0.945 0.000

69
Properties=species:S:1:pos:R:3:mulliken_spin:R:1 method="wB97M-V/def2-TZVPD" total_charge=-2 s_squared=0.770 homo_ha="0.062 / -0.050" de_lowest_kj_mol=0.0 multiplicity=2 e_lumo_ev="3.9308 / 3.9144"
K 0.236 0.138 0.285 0.037
S 1.516 -2.570 1.703 -0.003
S -2.584 -1.760 1.993 -0.001
F 7.654 1.874 -4.682 0.027
F 8.615 3.419 -3.494 0.000
F 9.121 1.320 -3.177 0.001
O 2.180 -3.602 0.852 0.000
O -2.108 0.957 0.953 -0.004
N -0.703 -1.796 -1.701 0.002
N 2.232 -1.156 -1.342 0.031
N -2.235 0.892 2.252 0.000
N 1.562 2.053 -2.067 -0.016
N -2.918 0.017 -1.875 -0.001
C -1.192 1.354 -3.030 -0.006
C 4.826 1.826 -0.546 0.280
C -2.055 2.037 2.951 -0.004
C -2.444 1.381 -2.165 0.001
C 0.465 3.007 -2.040 -0.009
C 8.066 2.172 -3.359 0.039
C -0.519 2.721 -3.177 -0.001
C 2.797 -1.493 2.339 -0.001
C 3.690 1.696 0.308 -0.142
C 0.432 -2.518 -2.282 -0.004
C -2.636 -0.247 4.289 -0.001
C -2.179 2.095 4.313 0.004
C 2.633 1.658 0.961 0.298
C 1.607 -1.591 -2.581 -0.012
C 6.171 3.181 -2.089 0.163
C 5.679 0.720 -0.863 -0.051
C 6.739 0.833 -1.722 0.160
C 1.108 -3.380 3.251 -0.001
C 5.117 3.053 -1.226 -0.028
C -2.488 0.919 4.999 0.000
C -2.493 -0.312 2.884 -0.001
C 7.062 2.087 -2.334 0.107
H 4.472 3.906 -1.040 0.017
H -1.278 -1.344 -2.403 -0.001
H 7.353 -0.038 -1.925 0.029
H 0.037 2.764 -4.119 0.001
H -0.050 2.895 -1.079 0.007
H 5.471 -0.240 -0.400 0.023
H -3.231 1.913 -2.710 0.001
H 0.671 -2.644 3.927 0.001
H -2.423 -0.327 -1.051 0.000
H -1.455 0.930 -4.005 0.001
H -2.595 0.918 6.077 -0.001
H 3.637 -2.102 2.679 -0.003
H 1.253 -0.700 -3.109 0.002
H -3.880 0.063 -1.562 0.000
H 3.087 -0.797 1.547 -0.001
H 2.006 -3.834 3.670 0.000
H 0.768 -3.262 -1.554 0.000
H 0.168 -3.064 -3.200 0.002
H 2.875 -0.382 -1.467 -0.008
H -1.312 -2.412 -1.175 0.000
H -2.249 1.948 -1.247 -0.001
H -2.854 -1.181 4.786 0.000
H 2.290 -2.120 -3.263 0.000
H -2.016 3.035 4.822 0.001
H 2.041 2.010 -1.157 0.021
H 2.265 2.327 -2.745 0.010
H 6.348 4.135 -2.574 0.034
H 0.789 4.057 -2.085 0.000
H 0.363 -4.137 3.010 0.000
H 2.380 -0.893 3.149 0.003
H -1.274 3.516 -3.228 0.001
H 2.719 -1.923 -0.890 -0.004
H -0.459 0.670 -2.593 0.000
H -1.799 2.880 2.327 -0.001

Number 1: E_tot -442013.6212 eV. Number 2: E_tot -74720.3173 eV. Number 3: E_tot -106353.2960 eV. Number 4: E_tot -81056.8900 eV.